1.
Molecular formula: C38H33N2PTi
Method: DFT, ωB97M-V/def2-TZVPD

XYZ file:
```
75
Properties=species:S:1:pos:R:3:forces:R:3:lowdin_charge:R:1
C -0.640657 3.884754 3.809106 0.0 0.0 0.0 -0.06
H -2.822470 3.480191 -4.183697 0.0 0.0 0.0 0.11
C -4.204636 -1.767288 0.304873 0.0 0.0 0.0 -0.07
C -2.495702 3.605788 -2.066582 0.0 0.0 0.0 -0.07
H 2.632633 2.227962 1.661162 0.0 0.0 0.0 0.10
C 2.503944 -1.546882 -4.292509 0.0 -0.1 0.0 0.00
H 2.417807 -5.256537 -2.637091 0.0 0.0 0.0 0.13
H 1.100732 1.081730 3.522784 0.0 0.0 0.0 0.12
C 2.272214 -3.115176 -2.465302 0.0 0.0 0.2 -0.12
H -2.068899 3.438443 0.013693 0.0 0.0 0.0 0.10
H -2.132641 2.812016 4.893573 0.0 0.0 0.0 0.11
Ti 1.438011 -0.488699 0.964138 -0.3 0.2 0.3 0.84
H -3.280049 1.024404 4.251376 0.0 0.0 0.0 0.08
C 3.630125 0.235392 1.533957 -0.1 0.0 -0.1 -0.16
C -2.074011 1.643834 -3.373412 0.0 0.0 0.0 -0.04
C 2.347516 -0.730889 3.157129 0.0 0.0 0.0 -0.16
C -2.489996 2.964081 -3.292487 0.0 0.0 0.0 -0.07
H -0.496140 4.615192 4.594179 0.0 0.0 0.0 0.11
H 0.465844 3.063135 0.740411 0.0 0.0 0.0 0.09
H 2.062983 2.280872 -0.719528 0.0 0.0 0.0 0.11
H -1.255679 -0.791716 -3.450989 0.0 0.0 0.0 0.09
C 2.178837 -0.713305 -2.008588 0.1 0.2 -0.2 -0.16
C 0.087624 3.964071 2.631429 0.0 0.0 0.0 -0.07
H -0.332533 -1.219163 2.912723 0.0 0.1 -0.1 0.06
C 2.492629 0.888662 -3.761989 0.0 0.1 0.0 0.03
H -3.628969 0.860759 2.532951 0.0 0.0 0.0 0.09
H -3.842079 0.273308 -0.235941 0.0 0.0 0.0 0.12
C -1.645195 0.941067 -2.251697 0.0 0.0 0.0 -0.27
H -1.953959 -3.803867 1.820033 0.0 0.0 0.0 0.11
C -3.437224 -0.620921 0.224171 0.0 0.0 0.0 -0.10
H -2.099560 1.132248 -4.328389 0.0 0.0 0.0 0.11
C 1.987136 -3.526843 0.231677 -0.1 0.1 0.0 -0.08
H 2.540348 -3.650923 -4.548527 0.0 0.0 0.0 0.13
H 4.370204 0.375811 0.761739 0.0 0.0 0.0 0.12
C -1.788667 1.893902 2.996396 0.0 0.0 0.0 -0.24
C -3.653330 -2.917838 0.864195 0.0 0.0 0.0 -0.06
C 2.392744 -0.455699 -3.370008 0.0 0.0 0.2 -0.13
H -4.244233 -3.823423 0.920474 0.0 0.0 0.0 0.11
N 1.952653 -2.284282 -0.217631 -0.1 0.1 -0.1 0.05
H 1.862112 -3.651522 1.298067 0.0 0.0 0.0 0.12
C -1.570967 -1.757606 1.307551 0.0 0.0 -0.1 -0.33
C 2.107840 -2.070500 -1.546386 0.3 -0.2 -0.1 -0.14
C -1.287736 -0.511615 -2.398284 0.1 0.0 -0.1 -0.03
C -1.612843 1.608785 -1.013886 0.0 0.1 0.0 -0.30
H -2.417387 -0.163731 3.276540 0.0 0.0 0.0 0.07
C -2.831420 0.844832 3.276143 -0.1 0.0 0.0 -0.03
H -2.840194 4.627752 -1.980623 0.0 0.0 0.0 0.11
H 2.472756 2.924339 -3.081723 0.0 0.0 0.0 0.12
H 1.926018 -1.453032 3.836928 0.0 0.0 0.0 0.12
P -0.981050 0.738681 0.463906 0.4 -0.1 0.1 1.12
C 2.392182 1.879473 -2.818981 0.0 0.0 0.0 -0.01
C 2.444601 -2.822949 -3.858194 0.0 0.1 -0.1 0.00
C 2.163603 -4.629980 -0.605693 0.0 0.0 0.0 -0.01
C 2.167483 1.524909 -1.486709 -0.1 -0.1 0.0 -0.09
C -1.036877 1.968319 1.815054 0.0 -0.1 0.0 -0.32
H 0.126512 -2.703101 2.148757 0.0 0.0 0.0 0.04
C -0.109770 3.003376 1.658698 0.0 0.1 0.0 -0.15
H -0.314143 -0.737182 -1.958588 -0.1 0.0 0.1 0.05
C -2.129318 -0.623618 0.706842 0.0 0.0 0.0 -0.37
H 3.946205 -1.881704 2.130161 0.0 0.0 0.0 0.12
C 3.406079 -0.956381 2.258549 0.0 0.0 -0.1 -0.15
H -5.217573 -1.775422 -0.074928 0.0 0.0 0.0 0.11
C -2.058301 2.928249 -0.938413 0.0 0.0 0.0 -0.08
C -0.212704 -1.685634 1.924242 0.2 0.1 0.1 -0.21
H 2.650885 1.130139 -4.805668 0.0 0.0 0.0 0.13
C 2.290191 -4.424438 -1.955980 0.0 0.0 0.0 0.03
H -2.015156 -1.153746 -1.900629 0.0 0.0 0.0 0.08
H 0.802910 4.761159 2.475507 0.0 0.0 0.0 0.11
C 2.707173 1.204033 1.990375 0.0 0.0 0.0 -0.18
H 2.646459 -1.322764 -5.341671 0.0 0.0 0.0 0.13
H 2.191173 -5.621526 -0.178086 0.0 0.0 0.0 0.12
N 2.055934 0.271598 -1.087729 -0.2 -0.3 0.1 0.04
C -1.559932 2.864339 3.975813 0.0 0.0 0.0 -0.04
C -2.361881 -2.910893 1.360489 0.1 0.0 0.0 -0.04
C 1.909783 0.603191 2.990743 0.0 0.0 0.0 -0.16
```
Positions in Å, forces in eV/Å.

As for the frontier orbital gap (spin up / spin down): 0.2534 / 0.2548 Ha. The value obtained for the energy relative to the best compared isomer or geometry (same formula, charge and spin) is 14.1 kJ/mol. The net charge is +1. Its spin multiplicity is 2. For the highest occupied orbital energy (spin up / spin down), the calculation gives -10.47 / -10.51 eV. For the lowest unoccupied orbital energy (spin up / spin down), the calculation gives -3.58 / -3.58 eV. The expectation value of S² is 0.756.

---

2.
Molecular formula: C52H41N7O7S4SnTe
Method: DFT, ωB97M-V/def2-TZVPD

XYZ file:
```
113
Properties=species:S:1:pos:R:3:forces:R:3:lowdin_charge:R:1
H -2.750225 2.664218 -4.528112 0.0 0.0 0.0 0.11
S -0.063402 -2.906935 -0.331801 0.0 0.1 0.0 0.47
C -2.814081 -0.346225 -0.960012 0.2 0.0 -0.3 -0.47
H 1.057313 -4.048834 -4.787785 0.0 0.0 0.0 0.10
H 3.649896 1.387538 -1.065895 0.0 0.0 0.1 0.12
H -2.590628 1.670858 6.558126 0.0 0.0 0.0 0.10
C 2.809058 1.912892 -1.523697 0.0 0.0 0.0 -0.28
O 0.638854 4.439596 -1.397284 -0.2 0.0 0.4 0.03
N 1.956879 1.045178 -2.310642 0.0 -0.2 0.0 0.09
C 6.132500 -3.159578 3.049170 0.0 0.0 0.0 -0.02
H 3.019396 -1.080258 -7.568344 0.0 0.0 0.0 0.10
C -1.148217 -1.240234 5.668175 0.0 0.0 0.0 -0.09
C -0.251444 3.680484 -0.706139 0.2 0.1 -0.1 -0.47
N 0.926490 2.692574 6.050061 0.1 0.0 -0.1 -0.14
C 5.738320 -5.449883 1.532417 0.0 0.0 0.0 -0.09
C 2.590495 2.038124 -5.318170 -0.1 -0.1 0.0 -0.56
C 1.634039 0.308690 -6.699700 0.0 0.0 0.0 -0.09
H 0.109783 -2.906091 4.176276 0.0 0.0 0.0 0.12
C 3.698970 -1.089995 -0.600609 -0.2 -0.4 -0.2 -0.35
C 3.524722 -0.818257 -2.005034 0.1 0.1 0.2 -0.11
H 4.734745 2.005352 -5.152808 0.0 0.0 0.0 0.09
H -0.356228 4.353690 4.509709 0.0 0.0 0.0 0.11
H 4.392398 2.779086 -2.744597 0.0 -0.1 0.0 0.04
O 2.746579 -1.021881 0.224201 0.2 0.4 0.2 -0.21
C -0.090824 -1.988301 3.620170 -0.1 0.0 0.1 -0.09
C 1.201855 1.570627 6.754500 -0.1 -0.1 0.1 -1.08
C 5.971955 -1.830255 -1.201871 0.0 0.0 0.1 -0.02
C -0.763328 -1.213572 -4.502653 0.0 0.0 0.1 -0.09
O -2.398191 -0.702954 0.093998 -0.1 0.1 0.4 0.07
C -1.210489 0.280169 3.763089 0.1 -0.1 0.0 -0.39
H -1.510433 7.146768 7.556979 0.0 0.0 0.0 0.09
C 1.070780 -3.418815 0.852433 0.0 0.0 0.3 -0.97
H -2.108305 2.171699 4.184158 0.0 0.0 0.0 0.11
S 2.368340 1.193688 2.764805 0.3 -0.1 0.0 0.48
C 6.809971 -1.937388 -3.590171 0.0 0.0 0.0 -0.08
H 2.109436 -4.446320 -0.498932 0.0 0.0 0.0 0.04
C 5.757390 -1.629482 -2.558472 -0.1 0.1 -0.1 -0.29
C 1.479884 1.418955 -5.880758 0.0 0.0 0.0 -0.16
H -0.340456 5.747510 9.239985 0.0 0.0 0.0 0.09
H 6.740351 -4.483984 4.618881 0.0 0.0 0.0 0.09
N 1.264572 2.703122 4.701519 0.0 -0.1 0.1 0.02
C -0.367386 4.667045 5.542436 0.0 -0.1 0.0 -0.02
C -1.005206 5.832506 5.929831 0.0 0.0 0.0 -0.10
C 6.397213 -4.404232 3.594389 0.0 0.0 0.0 -0.09
H 3.530973 3.956067 -1.764533 0.0 0.0 0.0 0.04
H 7.085594 -1.054078 -4.176179 0.0 0.0 0.0 0.06
O -3.637241 -1.111923 -1.719584 -0.1 0.0 -0.1 0.08
C 4.516058 -1.102246 -2.923510 0.1 0.0 0.0 -0.02
H 2.821948 -4.371897 1.036162 0.0 0.0 0.0 0.05
C -1.776723 -0.320514 6.479684 0.0 -0.1 0.0 -0.15
N 1.184193 -3.038059 2.097468 0.0 0.1 -0.3 -0.03
H -3.689005 -1.958043 -1.249632 0.0 0.0 0.0 0.13
C 0.278585 3.877490 6.495866 -0.1 0.0 0.0 -0.19
C -0.844496 -0.970411 4.327071 0.0 0.0 0.0 -0.18
H 2.572473 -2.742682 -3.347810 0.0 0.0 0.0 0.11
N 1.966276 -4.424761 0.497993 0.0 0.0 0.0 0.04
S 0.907809 1.171889 8.359629 0.1 0.1 0.0 0.50
C 0.790591 -3.038022 -4.503668 0.0 0.0 0.0 -0.09
H 5.566728 -6.342772 0.943580 0.0 0.0 0.0 0.10
C 0.099403 -0.476999 -3.710590 0.1 0.0 0.0 -0.04
H 6.399963 -6.527294 3.265375 0.0 0.0 0.0 0.09
H -3.576400 0.566757 -3.431838 0.0 0.0 0.0 0.11
C -2.901100 1.241263 -2.926606 0.1 -0.1 -0.1 -0.02
S 1.935059 0.450359 5.665411 0.1 0.0 0.1 0.99
H 0.757654 -0.188379 -7.096461 0.0 0.0 0.0 0.10
C 5.359911 -1.670889 1.198405 0.0 -0.1 0.0 -0.30
C -1.008174 6.234211 7.259199 0.0 0.0 0.0 -0.12
C -1.150968 2.809755 -1.557143 -0.1 0.0 0.0 -0.18
C 3.409708 3.049887 -2.358413 0.2 -0.1 0.0 -0.44
H 2.211061 2.324488 -0.706602 0.0 0.0 -0.1 0.10
C 5.675092 -3.048099 1.739029 -0.1 0.0 0.0 -0.13
C 2.900095 -0.194872 -6.956515 0.0 0.0 0.0 -0.09
N -1.613303 1.716722 -0.967087 0.0 0.0 0.0 0.22
C 1.650316 -2.301826 -3.699480 0.0 0.0 0.0 -0.03
C 1.325961 -1.007476 -3.311391 0.0 0.1 0.0 -0.14
C -2.427016 2.391443 -3.531501 0.0 -0.1 0.0 -0.05
C -2.439927 0.938662 -1.650168 0.0 -0.1 0.1 -0.17
H 4.319297 -0.902656 -3.973583 0.0 0.0 0.0 0.11
C 3.858800 1.535628 -5.584633 0.1 0.1 0.0 -0.15
H 0.484719 1.775330 -5.644551 0.0 0.0 0.0 0.09
C -1.520820 3.181829 -2.846593 -0.1 0.2 0.0 -0.02
C 6.202108 -5.552543 2.835264 0.0 0.0 0.0 -0.10
C 5.010433 -1.543100 -0.242703 0.1 0.1 -0.1 -0.10
O -0.955672 0.610117 2.537233 -0.1 -0.1 0.1 -0.30
H 6.933779 -2.220851 -0.872922 0.0 0.0 0.0 0.12
Te 2.326402 3.721298 -4.083526 0.3 0.1 -0.2 1.34
N 0.401288 -1.944362 2.439768 0.1 0.0 0.0 -0.15
H 6.251667 -2.249619 3.623226 0.0 0.0 0.0 0.12
C 2.263711 -0.183148 -2.480108 -0.1 0.2 -0.1 -0.19
H -1.717288 -0.792568 -4.796061 0.0 0.0 0.0 0.09
H -1.098000 -3.077865 -5.522813 0.0 0.0 0.0 0.09
H -0.836055 -2.196173 6.077420 0.0 0.0 0.0 0.10
O -0.334114 3.751791 0.477084 -0.1 0.1 0.1 0.15
H 0.783505 4.056807 -2.277754 -0.1 -0.1 -0.2 -0.08
H 6.482877 -2.702935 -4.301393 0.0 0.0 0.0 0.07
C 4.011015 0.421490 -6.397326 0.0 0.0 0.0 -0.11
Sn 0.497786 -0.074975 1.111954 -0.1 0.0 -0.3 1.12
C -0.417079 -2.496795 -4.911757 0.0 0.0 0.0 -0.10
C -0.356936 5.450278 8.197971 0.0 0.0 0.0 -0.10
H 5.093308 -4.109560 -0.022993 0.0 0.0 0.0 0.11
H -1.956055 -0.535689 7.524443 0.0 0.0 0.0 0.08
H 5.002747 0.024313 -6.578117 0.0 0.0 0.0 0.10
C 1.801247 1.578715 4.337424 -0.3 0.2 -0.2 -1.11
H 7.720441 -2.305641 -3.112659 0.0 0.0 0.0 0.06
O 5.432630 -0.715972 1.936034 0.0 0.1 0.0 0.10
H -1.505875 6.430245 5.177752 0.0 0.0 0.0 0.10
H -0.143364 0.528295 -3.391142 0.0 0.0 0.0 0.09
C -1.861779 1.207648 4.612421 0.0 0.0 0.0 -0.03
H -1.157359 4.098789 -3.291080 0.1 0.0 0.0 0.11
C 0.286511 4.276750 7.829011 0.1 0.0 0.0 -0.05
H 0.787644 3.672160 8.565829 0.0 0.0 0.0 0.03
C 5.475608 -4.200040 0.985487 0.0 0.0 0.0 -0.04
C -2.123870 0.917790 5.931702 -0.1 0.0 0.0 -0.11
```
Positions in Å, forces in eV/Å.

As for the frontier orbital gap: 0.1848 Ha. The value obtained for the energy relative to the best compared isomer or geometry (same formula, charge and spin) is 41.5 kJ/mol. The net charge is -2. For the highest occupied orbital energy, the calculation gives -1.87 eV. For the lowest unoccupied orbital energy, the calculation gives 3.15 eV.

---

3.
Molecular formula: C3H4O2Tb
Method: DFT, ωB97M-V/def2-TZVPD

XYZ file:
```
10
Properties=species:S:1:pos:R:3:forces:R:3:lowdin_charge:R:1
O 1.358978 -1.162625 -0.342812 0.4 0.6 -0.4 -0.02
H -2.620768 0.708130 -0.859319 0.1 0.0 0.0 0.15
H 1.052989 2.319012 0.514582 0.1 -0.5 -0.6 -0.12
C -0.895579 0.203434 0.103710 -0.3 -0.2 -0.8 -0.18
C -2.273656 0.643903 0.193091 0.3 0.0 0.4 0.00
O -0.733329 -1.059143 0.539244 -0.2 -0.2 0.1 0.08
Tb 1.210437 1.134460 -1.006968 0.1 0.5 0.6 1.88
H -2.944701 -0.026867 0.741727 0.1 0.3 0.0 0.13
C 0.433048 -1.654806 0.203107 -0.5 -0.2 0.6 -0.04
H -2.282126 1.693794 0.527655 -0.2 -0.2 0.0 0.13
```
Positions in Å, forces in eV/Å.

As for the frontier orbital gap (spin up / spin down): 0.3103 / 0.3081 Ha. The value obtained for the energy relative to the best compared isomer or geometry (same formula, charge and spin) is 432.9 kJ/mol. The net charge is +2. Its spin multiplicity is 8. For the highest occupied orbital energy (spin up / spin down), the calculation gives -19.36 / -19.22 eV. For the lowest unoccupied orbital energy (spin up / spin down), the calculation gives -10.91 / -10.83 eV. The expectation value of S² is 16.456.

---

4.
Molecular formula: C15H15FN4OS
Method: DFT, ωB97M-V/def2-TZVPD

XYZ file:
```
37
Properties=species:S:1:pos:R:3:forces:R:3:lowdin_charge:R:1
C -0.207418 0.908425 2.798177 0.5 0.1 0.1 -0.33
C -1.363367 0.439759 -0.522754 -0.3 -0.8 0.5 -0.33
H 3.723407 0.584338 -1.733575 0.0 0.1 0.0 0.10
N -1.834113 1.062484 0.540147 -0.2 0.5 -0.3 0.16
C -1.412361 -3.271121 -0.985017 0.0 0.0 0.1 0.00
C 1.342727 1.717909 1.131829 0.2 -0.1 -0.1 -0.01
C -1.179263 -1.834571 -1.276896 0.2 -0.2 -0.5 -0.22
S -2.898939 0.312639 2.925886 -0.2 0.0 0.3 0.94
C 1.734538 0.421868 0.820714 -0.1 0.0 0.1 -0.22
C 1.174451 -0.616678 1.574869 0.0 -0.1 -0.1 -0.19
H -2.418917 -3.408966 -0.594922 0.0 -0.1 0.0 0.09
H 3.740568 1.782362 -0.417357 0.0 0.0 0.0 0.10
C 0.376312 0.626420 -3.681299 0.0 0.0 0.0 -0.03
H -1.623551 2.201785 3.755100 0.1 0.0 0.1 0.07
H 0.043399 2.961961 2.266947 -0.1 0.1 0.0 0.12
O 2.598218 0.068672 -0.166438 -0.2 -0.3 0.3 -0.07
H 1.750789 2.555072 0.590950 0.1 0.1 -0.1 0.11
C 3.112901 1.090070 -0.987221 0.1 0.2 -0.1 -0.08
N -2.210390 -1.145439 0.789957 -0.4 -0.9 0.8 0.12
H -1.262093 -3.878526 -1.872326 0.0 0.0 0.0 0.08
H -0.157831 -1.984734 -3.134381 0.0 -0.1 0.0 0.12
H -1.307383 0.684821 4.643719 0.0 0.1 0.0 0.08
C -1.397722 1.141951 3.658990 -0.4 -0.1 -0.1 -0.37
H -0.716377 -3.592216 -0.209236 0.0 0.0 0.1 0.09
F 1.533931 -1.891743 1.295169 0.0 0.2 0.0 0.07
H -0.197271 -1.232375 3.073526 -0.1 -0.1 0.0 0.14
H 1.379931 0.210245 -3.750382 0.1 0.0 -0.1 0.08
H 2.308543 1.643946 -1.480271 0.0 0.0 0.0 0.08
C -0.330540 0.070228 -2.489328 -0.1 0.2 0.2 -0.32
C 0.233644 -0.390980 2.551909 0.3 0.1 -0.1 0.02
H -0.160943 0.361037 -4.590219 0.0 0.0 -0.1 0.08
C 0.374234 1.950291 2.092814 0.1 -0.2 0.3 -0.05
N -1.602693 -0.931814 -0.373091 0.2 1.3 -0.3 0.00
H 0.432677 1.707623 -3.601127 0.0 0.0 0.0 0.08
N -0.734016 0.926081 -1.577376 0.4 0.5 -0.7 0.20
C -2.314007 0.070586 1.304103 0.0 -0.1 -0.4 -0.72
C -0.531074 -1.321409 -2.371588 -0.2 -0.2 0.3 0.03
```
Positions in Å, forces in eV/Å.

As for the frontier orbital gap: 0.3205 Ha. The value obtained for the energy relative to the best compared isomer or geometry (same formula, charge and spin) is 2.4 kJ/mol. For the highest occupied orbital energy, the calculation gives -8.29 eV. For the lowest unoccupied orbital energy, the calculation gives 0.43 eV. The SMILES is COc1ccc(CSc2nc3nc(C)cc(C)n3n2)cc1F.

---

Which of these has the highest energy relative to the best compared isomer or geometry (same formula, charge and spin)? C3H4O2Tb

---

What is the energy relative to the best compared isomer or geometry (same formula, charge and spin) in the third record? 432.9 kJ/mol

---

Which value of energy relative to the best compared isomer or geometry (same formula, charge and spin) does entry 3 give? 432.9 kJ/mol